[1]
# C16H25N3O4

A 2-piece molecular cluster, C16H25N3O4 overall in a non-equilibrium geometry (the ωB97M-V functional and the def2-TZVPD basis, the Open Molecules 2025 dataset).

XYZ file:
```
48
Properties=species:S:1:pos:R:3:forces:R:3:mulliken_charge:R:1
C 3.8080 -4.4372 0.5498 -0.1043 -1.4337 0.4717 -0.6812
C 3.9096 -3.1277 0.5920 -0.2781 1.0293 -0.8749 -0.1933
C 3.9956 -2.3969 -0.7592 -0.3354 0.2075 0.5894 -0.2772
O 2.8893 -2.6572 -1.6422 -0.1437 0.3094 0.2102 -0.3987
C 1.6694 -2.4610 -1.0343 1.8594 1.1333 -0.5810 0.1140
O 1.0388 -3.3966 -0.7245 -1.7239 -1.6028 0.5537 -0.4051
N 1.3056 -1.0986 -0.8266 0.2244 0.6850 -0.1557 0.2349
C 0.1655 -0.6763 -1.6152 -0.6123 -0.5125 -0.4565 -0.8406
C -1.1466 -1.4507 -1.4021 -0.2557 0.4361 -0.2928 -0.4886
O -1.4234 -1.7636 -0.0270 -0.3639 -0.7812 -0.5052 -0.2325
C -2.5550 -1.1527 0.4324 0.5081 -1.8915 0.0748 0.6353
C -3.7236 -2.0453 0.7364 -0.1133 0.0712 0.0583 -1.2528
O -2.5652 0.0098 0.5976 -0.4126 2.3778 0.2647 -0.4279
N 1.2164 -0.7156 0.5407 0.3288 -0.4002 0.0975 0.1202
C 2.3642 0.0767 0.9903 0.1753 0.3367 -0.0693 -0.2112
C 1.9789 1.3388 1.8247 0.0809 -0.6184 0.1021 -0.6028
C 0.5127 1.4006 2.2712 0.2242 0.7578 -0.0595 -0.8393
H 3.2036 -4.9181 -0.2130 1.0096 -0.1140 -0.7778 0.2300
H 4.3073 -5.0858 1.2648 -1.0448 0.0688 0.7302 0.3065
H 3.8900 -2.5921 1.5348 1.2777 0.1537 -0.0489 0.2832
H 4.8661 -2.8251 -1.2476 -0.1181 0.0633 -0.2665 0.4019
H 4.2013 -1.3291 -0.6424 -0.3660 0.0229 0.0330 0.2326
H 0.4362 -0.8113 -2.6705 -0.0293 0.0198 0.0520 0.3631
H -0.0389 0.3879 -1.4997 0.3856 -0.0130 0.4317 0.2045
H -1.1941 -2.3632 -2.0011 0.2730 -0.1754 0.3640 0.3970
H -1.9673 -0.8238 -1.7743 0.1779 0.0570 -0.0684 0.4824
H -4.2441 -2.3084 -0.1886 0.1848 0.0048 -0.0513 0.2967
H -4.4104 -1.4594 1.3433 -0.0449 -0.1966 0.0896 0.3367
H -3.4349 -2.9729 1.2274 0.0946 0.0781 0.0033 0.3466
H 1.0924 -1.5572 1.0959 -0.2789 0.1996 0.1125 0.2546
H 3.1085 -0.5177 1.5349 -0.2116 -0.0726 0.0815 -0.1400
H 2.8764 0.4126 0.0886 -0.0763 -0.0331 -0.0247 0.3177
H 2.2866 2.2192 1.2576 -0.3023 0.0550 -0.0058 0.3436
H 2.6014 1.3370 2.7244 0.0067 0.1148 -0.0776 0.3352
H -0.1907 1.0967 1.4986 0.0959 -0.2314 0.0633 0.0073
H 0.3676 0.8213 3.1840 -0.1772 -0.1630 -0.1638 0.3104
H 0.2641 2.4399 2.5091 0.0299 -0.0862 0.1426 0.3779
N -1.7368 4.8657 -1.7361 -0.0919 -0.0834 0.0735 -0.5427
C -1.5281 3.6609 -1.2042 0.0245 0.1444 -0.0886 -0.4041
C -2.4658 2.9764 -0.4452 0.0975 0.0020 -0.0098 0.1834
C -3.6917 3.5811 -0.2224 -0.0778 0.0027 0.0229 -0.5521
C -3.9296 4.8340 -0.7642 0.0215 -0.0409 0.0054 -0.3016
C -2.9235 5.4284 -1.5109 0.1189 0.0633 -0.0844 -0.2953
H -0.5520 3.2290 -1.4027 -0.0162 -0.0476 0.0427 0.4359
H -2.2420 1.9996 -0.0407 0.0003 0.0904 -0.0210 0.4104
H -4.4516 3.0815 0.3660 0.0228 -0.0096 -0.0009 0.4084
H -4.8737 5.3399 -0.6126 0.0157 0.0218 -0.0190 0.3675
H -3.0663 6.4070 -1.9569 -0.0596 0.0005 0.0329 0.3490
```
Positions in Å, forces in eV/Å.

Summary:
- SMILES: C=CCOC(=O)N(CCOC(C)=O)NCCC.c1ccncc1
- LUMO: 0.6896 eV
- E: -1089.7553 hartree
- Energy relative to the best compared isomer or geometry (same formula, charge and spin): 129.3 kcal per mole

***

[2]
# C34H63ClF6N2O10PS

A 3-piece molecular cluster, C34H63ClF6N2O10PS overall in a non-equilibrium geometry (the ωB97M-V functional and the def2-TZVPD basis, the Open Molecules 2025 dataset).

XYZ file:
```
118
Properties=species:S:1:pos:R:3:forces:R:3:mulliken_charge:R:1
C -7.6955 0.9333 4.0351 1.0495 -0.4929 -0.0003 -0.8790
C -6.1791 0.3763 4.2719 -1.5716 0.7363 -0.1615 -0.1176
O -6.2523 -1.0691 4.0086 1.9907 1.4323 -1.1522 -0.4818
C -5.3969 -1.2521 2.8227 -1.1451 -1.0247 -0.3832 -0.0681
C -5.4966 -2.7677 2.2780 0.6206 -0.0763 0.7783 -0.8235
C -4.2542 -3.2090 1.3630 0.1693 0.0582 -0.0075 -0.6869
C -3.9289 -2.1501 0.1567 -0.4127 -1.0680 0.9642 -0.3300
C -2.6058 -1.3641 0.5837 -0.5558 -0.5547 0.3637 -0.8745
C -2.2646 -0.0126 -0.1892 -0.4128 0.3549 0.2772 2.3288
C -1.1621 0.7325 0.7170 -2.1494 1.3471 1.2577 -1.7615
N 0.1725 0.9624 0.1045 1.9524 -0.9292 -1.1747 1.8618
C 1.0466 -0.2334 0.5539 0.6981 -1.2025 1.7441 0.0931
C 1.6919 -0.0787 2.0206 0.7502 -2.1013 0.2611 -0.4596
C 2.0037 -1.6101 2.5176 0.1017 0.4298 1.6121 -0.5793
C 1.8008 -1.6927 4.1358 0.0788 -0.8242 -0.2490 -0.5555
N 0.3681 -1.4796 4.5472 0.4758 1.4236 -0.4388 -0.5275
P 1.0537 2.3972 0.8348 1.5819 1.5660 3.2782 -0.1297
C 0.3337 4.0421 0.3052 0.6984 0.5655 -2.4222 -0.8431
O 2.6662 2.3556 0.1848 -2.7082 1.2563 -0.3395 -0.4777
C 0.2793 1.1072 -1.3629 -0.4727 0.4655 -4.0475 -1.5349
C -1.1193 1.1677 -2.2306 0.7372 0.5034 1.2438 -0.6808
C -1.7586 2.5968 -1.9283 0.4417 1.2659 0.9672 0.2805
S -3.3538 3.0592 -2.7333 -0.3803 0.5819 0.5024 -0.1385
C -4.4123 3.8200 -1.3729 -0.3459 -0.9209 1.5864 -0.4829
C -5.1384 2.6775 -0.4665 0.1035 0.2975 0.0187 -0.5043
O -0.5638 1.2215 -3.5414 -0.6882 -0.9908 1.4200 -0.0865
C -1.3790 1.1317 -4.6822 0.1765 0.7566 -3.4947 -0.1169
C -1.0084 2.4021 -5.6539 -0.6638 0.4646 -0.2348 0.0651
C -0.2283 1.9746 -6.9868 -0.6459 1.0766 0.7322 -1.1610
O -0.2528 3.4076 -4.8865 -0.2105 -0.3712 -1.3973 -0.5118
C -1.9171 -0.1344 -1.7758 -0.2615 -0.8890 0.9601 1.5462
Cl -3.5902 -0.3378 -2.5894 1.2254 0.3442 0.4433 -0.0152
C -1.2069 -1.5480 -2.0026 -0.5037 -0.9229 -1.2533 -0.1378
C -0.6352 -1.8697 -3.4651 0.9415 -1.6850 0.4062 -0.9330
O -1.6942 -2.0952 -4.4667 1.2752 -1.2040 0.2618 -0.2478
C -1.8872 -3.4905 -4.6874 -4.4449 -0.5400 2.3770 0.1114
O -2.9252 -3.9967 -4.1777 4.6652 1.6525 -2.4709 -0.4732
H -7.6345 1.9390 3.4902 -0.3990 -1.3264 1.0389 0.2624
H -8.2269 0.1592 3.3647 0.8061 1.3398 1.0831 0.2610
H -8.2142 0.9809 5.0488 0.4775 0.1755 -1.5693 0.2853
H -5.7987 0.6117 5.3223 -0.5870 -0.6287 -1.3089 0.3715
H -5.4834 0.9246 3.5386 -0.8969 -1.0045 1.0128 0.0444
H -4.3453 -0.9413 3.1454 -1.1913 -0.5036 -0.7985 0.2258
H -5.8566 -0.5798 2.0095 1.1424 -0.6592 1.0008 0.2396
H -6.4793 -2.9387 1.6981 1.5210 0.4066 1.0278 0.2375
H -5.4802 -3.4418 3.2131 -0.2589 0.9349 -1.4715 0.3389
H -4.4609 -4.2701 0.9587 0.2417 1.7744 0.4862 0.3425
H -3.2895 -3.3194 1.9958 -1.5938 0.2157 -0.7903 0.2787
H -4.8335 -1.4594 0.0559 1.3900 -0.7757 -0.0413 0.2204
H -3.8458 -2.7836 -0.7877 0.1174 1.2492 1.0652 0.4416
H -2.7713 -1.0816 1.6974 0.2645 -0.2727 -1.8332 -0.2699
H -1.7430 -2.1385 0.6176 -1.1580 1.3859 -0.2663 0.0932
H -3.2150 0.6481 -0.1410 1.6029 -1.0718 -0.0558 -0.4860
H -1.0498 0.1830 1.7291 0.1810 0.8502 -1.8518 0.4516
H -1.5797 1.7703 1.0259 0.6503 -1.5914 -0.5870 0.2220
H 0.3128 -1.1226 0.6461 1.3582 1.4504 -0.6011 -0.1171
H 1.9158 -0.4361 -0.1532 -1.4963 0.4026 0.6382 -0.3219
H 0.9925 0.3400 2.8165 0.9513 -0.2492 -1.3439 0.2961
H 2.7364 0.4175 2.0189 -2.0573 -0.3141 -0.0692 0.4923
H 1.2758 -2.3750 2.0832 1.0451 0.9717 0.3429 0.2477
H 3.0888 -1.9147 2.3346 -1.5499 0.3510 -0.1683 0.4237
H 2.4954 -0.9676 4.6974 -1.1087 -0.9756 -0.9298 0.2224
H 2.0656 -2.7588 4.5019 -0.1641 1.7349 -0.8140 0.2047
H 0.2158 -0.4948 4.8497 0.2341 -1.0626 -0.1639 0.3254
H -0.2794 -1.6017 3.7548 0.5025 -0.2212 0.4430 0.1386
H -0.7672 4.2183 0.5387 1.6006 -0.4101 -0.0817 0.2662
H 0.9993 4.8706 0.7660 -1.1054 -1.5568 -0.3374 0.4366
H 0.4946 4.1493 -0.8401 -0.5303 0.1278 1.6838 0.2998
H 2.8344 3.2522 -0.2113 0.0037 -1.1510 0.1766 0.3343
H 0.8910 0.2907 -1.9104 -0.9865 1.1111 1.4135 -0.2713
H 0.8164 2.0923 -1.6505 -0.8436 -1.6292 0.5485 0.6633
H -1.9049 2.8501 -0.8121 0.2272 -0.8406 -1.5915 -0.5436
H -0.9791 3.3746 -2.2929 -1.1740 -1.5114 0.3678 0.4931
H -3.7687 4.4435 -0.6401 -1.0315 -0.6846 -1.5311 0.2337
H -5.2453 4.4488 -1.8381 1.5860 -0.7618 0.3100 0.3888
H -6.1436 3.0807 -0.0655 1.7053 -0.6216 -0.4430 0.4267
H -4.4463 2.3976 0.4187 -1.2353 0.4069 -1.3113 -0.0061
H -5.3589 1.7338 -1.0683 0.3486 1.3284 0.7179 0.1565
H -2.5074 1.1436 -4.6081 1.4442 -0.1908 0.7565 0.2714
H -1.0717 0.2077 -5.3120 -0.6216 1.2480 1.3077 0.0896
H -1.9979 2.9378 -5.9327 1.4173 -1.1336 0.2313 0.2741
H 0.8522 1.7414 -6.7064 -1.4718 0.0283 -0.5446 0.2592
H -0.7954 1.1149 -7.4760 1.0211 1.0765 0.5458 0.3356
H -0.2528 2.8965 -7.6862 0.1744 -1.6268 0.9372 0.4082
H -0.0447 4.1248 -5.5360 -0.2823 -0.8660 0.8415 0.3450
H -0.3852 -1.8227 -1.2608 -0.9639 0.7871 -0.9116 -0.0353
H -2.0310 -2.3520 -1.8623 1.3476 1.4439 -0.0611 -0.0090
H 0.1880 -1.1727 -3.8370 -1.5135 -0.6089 0.3261 0.0417
H -0.1235 -2.9089 -3.3681 -0.4909 1.7312 0.1543 0.5971
H -1.1485 -4.0669 -5.3384 -0.7268 0.9579 0.8550 0.3777
C 8.0786 0.9244 5.0743 -0.1164 -0.0685 0.3968 -1.1391
C 7.3296 0.0934 4.0498 0.4297 0.6834 -0.2111 -0.1008
O 6.8699 -1.1433 4.6209 -0.8963 -0.5392 0.5519 -0.3170
C 5.7938 -1.0551 5.4277 0.7443 1.6082 -0.8695 0.3667
O 5.2197 -0.0257 5.6837 -0.0108 -1.1109 0.0121 -0.5168
C 5.3888 -2.4332 5.9414 -0.4501 -1.9744 1.0621 0.9076
F 6.4313 -3.1271 6.4404 -0.1575 0.6450 -0.3745 -0.2470
F 4.8513 -3.2017 4.9641 0.2400 0.6695 -0.0314 -0.2519
F 4.4712 -2.3763 6.9234 0.4026 0.5518 -0.6046 -0.2430
H 8.8992 0.3472 5.5076 0.0147 0.0564 -0.1840 0.3048
H 8.4813 1.8299 4.6178 -0.0056 -0.0962 -0.0401 0.3791
H 7.4285 1.2189 5.9016 0.0067 0.0390 -0.1800 0.3240
H 8.0056 -0.1700 3.2327 -0.1766 -0.3173 0.1778 0.3410
H 6.4939 0.6461 3.6098 -0.0604 -0.1474 0.2378 0.2132
C 4.2073 0.6403 -2.6533 0.1777 0.1213 -0.3126 -0.7941
C 4.4005 -0.7763 -2.1452 -0.1415 0.5130 0.3323 -0.0936
O 4.8986 -1.6348 -3.1813 0.5907 -0.3666 -0.3731 -0.3459
C 6.2084 -1.4958 -3.4805 -0.4372 1.1182 1.3593 0.2896
O 6.9466 -0.7140 -2.9382 -0.3059 -0.8382 -0.6928 -0.4975
C 6.6226 -2.4809 -4.5689 0.7674 -1.2892 -1.6485 0.8900
F 5.7798 -2.4676 -5.6232 0.0287 0.3067 0.6146 -0.2430
F 6.6470 -3.7507 -4.1123 -0.1902 0.6214 0.2821 -0.2419
F 7.8482 -2.2262 -5.0581 -0.6387 0.2823 0.6303 -0.2337
H 3.5575 0.6455 -3.5328 -0.0747 -0.0350 0.1247 0.3006
H 3.7663 1.2716 -1.8795 -0.0124 -0.0934 0.0150 -0.0150
H 5.1559 1.0872 -2.9596 -0.0710 -0.0749 0.1596 0.4856
H 3.4347 -1.1856 -1.8352 0.1535 -0.2746 -0.2634 0.1944
H 5.0582 -0.8089 -1.2714 0.1049 -0.0112 -0.2339 0.3108
```
Positions in Å, forces in eV/Å.

Summary:
- LUMO: -2.4884 eV
- E: -3993.6384 hartree
- Net charge: +1

***

[3]
# C2H20B3N4NiO2

C2H20B3N4NiO2 as an isolated structure in a non-equilibrium geometry (the ωB97M-V functional and the def2-TZVPD basis, the Open Molecules 2025 dataset).

XYZ file:
```
32
Properties=species:S:1:pos:R:3:forces:R:3:mulliken_charge:R:1
Ni -7.2369 18.4552 7.9710 -0.0539 0.9878 0.1719 0.5603
B -5.5569 19.7442 8.9454 0.7644 0.9935 0.3705 0.4522
H -5.5234 18.5857 8.6744 0.6078 -1.2770 -0.1599 -0.1229
H -6.6881 20.0789 8.8120 -0.9070 0.3840 -0.0683 -0.0614
H -5.2389 19.9891 10.0883 -0.1401 -0.4443 0.3709 -0.2722
H -4.8344 20.4060 8.2470 -0.0154 -0.0774 -0.3961 -0.3018
B -8.7857 19.7304 7.0507 -0.1553 1.1271 -1.0143 0.3344
H -8.0886 20.5905 7.5014 -0.0352 0.2763 0.0914 -0.2905
H -8.2310 19.2178 6.1064 0.1908 -0.1326 -0.1788 -0.2356
H -9.0945 18.9058 7.8677 -0.0029 -0.6586 0.6169 -0.1139
H -9.7987 20.2446 6.6548 -0.3452 -0.1585 0.0042 -0.2088
B -7.4414 16.2813 7.3302 -0.4100 -1.1172 -0.1085 1.1320
H -6.4760 16.6961 7.8849 0.7496 -0.2602 0.5119 -0.2707
H -7.9027 17.1269 6.6346 -0.4714 0.3133 -0.3239 -0.3102
H -7.1029 15.3780 6.6037 0.2597 -0.1284 -0.2090 -0.2776
H -8.2693 15.8532 8.0988 -0.1827 -0.0882 0.1108 -0.5484
C -5.3781 17.9712 4.7355 -0.2675 0.2525 -0.1544 0.5025
O -5.6178 18.5689 5.7614 0.1814 0.0462 0.0793 -0.6055
N -4.5440 18.4886 3.7613 0.1719 -0.2794 -0.3844 -0.4492
N -5.9895 16.7976 4.3709 0.0733 -0.4737 -0.0543 -0.3757
H -4.0342 19.3360 3.9180 -0.0970 0.0274 0.3626 0.2292
H -4.2499 17.9199 2.9870 -0.0637 0.0625 0.0617 0.1363
H -5.5590 16.2091 3.6755 0.0305 0.1877 0.0143 0.2057
H -6.4643 16.2821 5.1058 -0.0218 0.2915 0.1771 0.0871
C -7.9943 17.2479 10.8889 1.0443 -0.5818 0.1957 0.3673
O -7.9188 17.9147 9.8775 -0.1982 0.4820 0.0549 -0.5994
N -8.4005 15.9508 10.8559 -0.4545 0.1469 0.0047 -0.3191
N -7.4938 17.7180 12.0931 -0.4873 -0.2870 -0.3789 -0.4755
H -8.6616 15.6068 9.9433 0.0530 0.0218 -0.0660 0.2028
H -8.5237 15.3667 11.6610 0.1575 0.1330 0.0521 0.1506
H -7.9478 17.3953 12.9296 0.1111 0.1630 0.1413 0.2045
H -7.2044 18.6816 12.0406 -0.0863 0.0675 0.1049 0.2734
```
Positions in Å, forces in eV/Å.

Summary:
- LUMO (spin up / spin down): 2.8934 / 2.8908 eV
- E: -2040.5331 hartree
- Expectation value of S²: 2.005
- Net charge: -1
- Energy relative to the best compared isomer or geometry (same formula, charge and spin): 4.5 kcal per mole
- Multiplicity: 3

***

> E of number 3 (C2H20B3N4NiO2)?

-2040.5331 hartree